Below is C28H42F3FeNPS5 as an isolated structure, with properties calculated with the ωB97M-V functional and the def2-TZVPD basis.

```
81
Properties=species:S:1:pos:R:3
Fe 0.011 1.016 -0.143
C -1.565 3.452 1.655
C -0.895 2.696 2.792
S 0.603 1.780 2.311
C 1.757 3.181 2.137
C 1.732 3.891 0.787
S 1.745 2.609 -0.483
C 1.361 3.554 -1.975
C 0.877 2.572 -3.027
S -0.510 1.530 -2.496
C -1.882 2.723 -2.416
C -2.025 3.466 -1.091
S -1.904 2.302 0.299
H -0.931 4.253 1.284
H -2.506 3.891 1.990
H -1.580 1.960 3.211
H -0.640 3.384 3.599
H 2.735 2.741 2.297
H 1.565 3.884 2.947
H 2.628 4.504 0.679
H 0.867 4.539 0.661
H 2.268 4.051 -2.321
H 0.617 4.319 -1.762
H 1.665 1.867 -3.293
H 0.571 3.091 -3.935
H -2.775 2.136 -2.623
H -1.777 3.431 -3.238
H -2.991 3.972 -1.048
H -1.246 4.216 -0.968
F 3.549 -2.659 -1.624
C 4.421 -1.643 -1.532
F 4.218 -0.840 -2.593
F 5.649 -2.171 -1.681
C 4.303 -0.899 -0.227
C 5.381 -0.874 0.632
C 5.286 -0.187 1.838
C 4.104 0.464 2.105
N 3.047 0.456 1.289
C 3.114 -0.227 0.142
S 1.689 -0.371 -0.844
H 6.292 -1.390 0.366
H 6.107 -0.161 2.539
H 3.982 1.018 3.032
C -3.467 -2.743 -0.616
C -3.073 -1.301 -0.272
C -3.951 -0.807 0.884
C -3.423 -0.431 -1.486
P -1.209 -1.138 0.096
C -0.547 -2.347 -1.124
C -0.547 -1.977 -2.470
C -0.085 -2.831 -3.458
C 0.407 -4.083 -3.121
C 0.432 -4.460 -1.790
C -0.041 -3.605 -0.805
C -0.901 -1.850 1.818
C -1.537 -3.213 2.135
C 0.622 -1.914 2.023
C -1.454 -0.870 2.867
H -4.553 -2.782 -0.740
H -3.197 -3.454 0.163
H -3.011 -3.076 -1.547
H -4.980 -0.735 0.522
H -3.659 0.183 1.237
H -3.958 -1.495 1.726
H -4.471 -0.601 -1.746
H -2.829 -0.669 -2.367
H -3.320 0.625 -1.245
H -0.881 -0.995 -2.767
H -0.097 -2.508 -4.491
H 0.779 -4.750 -3.887
H 0.828 -5.427 -1.506
H 0.021 -3.937 0.217
H -1.236 -4.023 1.479
H -2.624 -3.166 2.127
H -1.236 -3.486 3.150
H 1.140 -2.502 1.269
H 0.815 -2.361 3.002
H 1.067 -0.918 2.018
H -2.507 -1.035 3.077
H -1.335 0.164 2.558
H -0.904 -1.006 3.800
```

The total energy is -137209.360 eV. Its multiplicity is 1. For the highest occupied orbital energy (alpha / beta), the calculation gives -0.3649 / -0.3658 Ha. Its total charge is +1. As for the max |F|: 0.392 eV/Å. For the orbital gap (alpha / beta), the calculation gives 0.2845 / 0.2867 Eh.